1:
Entry from the Open Molecules 2025 dataset: 3 unconnected molecules or ions with the total composition C3H15N2O2 (wB97M-V/def2-TZVPD).

XYZ file:
```
22
Properties=species:S:1:pos:R:3
C -1.73206 -1.03884 0.18789
C -1.02261 -0.81945 -1.17560
C -0.50933 0.67666 -1.43995
N 0.46535 0.99964 -0.31969
N -2.28395 0.18738 0.80902
H -1.09524 -1.51718 1.01436
H -2.55932 -1.63388 -0.03333
H -0.23360 -1.55827 -1.30412
H -1.55840 -1.14453 -2.08665
H 0.08599 0.76207 -2.36870
H -1.39004 1.31880 -1.34049
H 1.32557 0.40241 -0.41380
H -0.06703 0.60573 0.65839
H 0.76268 1.98495 -0.36991
H -2.70803 0.00288 1.73004
H -3.07652 0.61475 0.27495
H 4.06325 -0.83421 -2.18114
H 3.90473 0.68288 -1.79572
O 3.58270 -0.16046 -1.59965
H 1.51849 -0.04936 3.60151
H -0.05103 -0.26966 3.61812
O 0.59139 0.08712 3.11680
```

Output
LUMO: -2.912 eV
HOMO level: -13.339 eV
total charge: +1
frontier orbital gap: 10.43 eV

***

2:
Entry from the Open Molecules 2025 dataset: 5 unconnected molecules or ions with the total composition C3H15N2O2 (wB97M-V/def2-TZVPD).

XYZ file:
```
22
Properties=species:S:1:pos:R:3
C -0.39521 0.22622 -0.20542
C -1.50203 1.08347 0.46382
C -1.85453 -0.38800 -0.01184
N -1.75573 1.28486 -2.26710
N 0.50776 2.86597 -1.87902
H 0.32807 -0.15409 0.44573
H -0.09395 0.46070 -1.19448
H -1.54825 1.95942 -0.12832
H -1.47271 1.24844 1.52076
H -2.48072 -0.38754 -0.93834
H -2.13345 -1.34019 0.61797
H -0.44699 2.29671 -1.94847
H -1.50642 0.90792 -3.15648
H -2.70830 1.59015 -2.19755
H 0.36979 3.82219 -1.62581
H 1.21051 2.76304 -2.54843
H 2.34354 -2.40624 3.10797
H 2.95357 -1.72132 4.47872
O 2.36575 -1.61347 3.62636
H 3.12406 -4.71066 1.69314
H 2.19487 -3.85953 0.63232
O 2.50040 -3.92805 1.51448
```

Output
LUMO: -9.694 eV
HOMO level: -12.874 eV
total charge: +1
frontier orbital gap: 3.18 eV

***

3:
Entry from the Open Molecules 2025 dataset: 3 unconnected molecules or ions with the total composition C3H15N2O2 (wB97M-V/def2-TZVPD).

XYZ file:
```
22
Properties=species:S:1:pos:R:3
C -1.37762 -0.03455 0.76059
N -2.21705 1.04434 1.31624
C -0.44536 0.39465 -0.37221
N 0.91498 0.67450 0.24076
C 1.95840 1.27530 -0.66891
H -0.89293 -0.54388 1.59687
H -2.05851 -0.75734 0.29728
H -3.19083 0.79563 1.39841
H -2.12876 1.88334 0.76729
H -0.30844 -0.42388 -1.07871
H -0.81167 1.33855 -0.79149
H 1.29294 -0.24398 0.56629
H 0.72486 1.27868 1.03256
H 1.59193 1.27728 -1.69208
H 2.25973 2.18099 -0.14753
H 2.85667 0.65491 -0.75465
H -1.88167 -1.43783 -3.05368
H -1.47143 -2.37770 -2.13072
O -1.70719 -1.43152 -2.09496
H 3.33850 -1.65089 0.69846
H 2.82392 -1.53789 2.01098
O 2.51543 -1.34800 1.11021
```

Output
LUMO: -2.899 eV
HOMO level: -12.609 eV
total charge: +1
frontier orbital gap: 9.71 eV

***

Verdict on stability: 3 comes out on top.

***

1:
Entry from the Open Molecules 2025 dataset: 3 unconnected molecules or ions with the total composition C3H15N2O2 (wB97M-V/def2-TZVPD).

XYZ file:
```
22
Properties=species:S:1:pos:R:3
N 0.65450 0.52006 0.45860
C -0.80868 0.59491 0.45139
C -1.37895 -0.67075 1.06086
N -0.72125 -1.82584 0.45771
C -0.48591 -2.92526 1.38615
H 1.09993 1.22931 -0.12920
H 1.00917 0.66995 1.40400
H 0.96679 -0.43046 0.20807
H -1.15795 1.48037 0.97515
H -1.12940 0.78705 -0.56331
H -1.10914 -0.71527 2.11714
H -2.46961 -0.67825 0.99094
H -1.27262 -2.20811 -0.31116
H 0.09918 -2.56753 2.24379
H 0.18884 -3.63078 0.91578
H -1.36321 -3.43530 1.78642
H 3.18133 1.80585 -2.07298
H 3.09463 1.96967 -0.62886
O 2.51485 1.74642 -1.37461
H -0.43064 2.07404 -3.52707
H -0.52556 3.48413 -2.84143
O 0.04367 2.72577 -3.00740
```

Output
LUMO: -3.043 eV
HOMO level: -13.350 eV
total charge: +1
frontier orbital gap: 10.31 eV

***

2:
Entry from the Open Molecules 2025 dataset: a molecular structure, C3H15N2O2 (wB97M-V/def2-TZVPD).

XYZ file:
```
22
Properties=species:S:1:pos:R:3
C 0.56624 -0.91699 -0.83255
C 0.70090 -2.27787 -1.08675
C 1.87346 -1.09714 -0.16210
N 1.77036 -1.63404 1.18336
N -1.67393 -1.13612 1.68439
H 0.70865 -0.20534 -1.60643
H -0.23480 -0.55680 -0.19304
H 0.21831 -3.02228 -0.46483
H 1.17879 -2.62788 -1.99863
H 2.23311 0.02194 -0.08069
H 2.79549 -1.47392 -0.69866
H -0.70827 -0.92934 1.96824
H 2.54997 -1.29233 1.67786
H 1.88069 -2.69586 1.18165
H -1.51029 -2.08549 1.26502
H -2.19733 -1.27557 2.56000
H -1.11854 2.98860 -1.41755
H -1.23487 2.18640 -0.29359
O -1.41296 2.06015 -1.27553
H -1.59004 5.86677 -0.64289
H -2.83649 5.13736 -0.17687
O -1.95844 4.96575 -0.59038
```

Output
LUMO: -6.150 eV
HOMO level: -13.558 eV
total charge: +1
frontier orbital gap: 7.41 eV

***

Verdict on stability: 1 comes out on top.

***

1:
Entry from the Open Molecules 2025 dataset: 3 unconnected molecules or ions with the total composition C4H14NO2S (wB97M-V/def2-TZVPD).

XYZ file:
```
22
Properties=species:S:1:pos:R:3
C 1.89953 0.50225 -2.21405
N 1.80673 0.76387 -0.79041
C 0.44807 1.12471 -0.22480
C -0.58710 0.04779 -0.57424
S -2.13719 0.25689 0.38513
C 0.08544 2.48615 -0.85488
H 2.82079 -0.04799 -2.43212
H 1.09809 -0.12803 -2.61138
H 2.00462 1.37855 -2.85915
H 2.06759 -0.11875 -0.35775
H 0.69886 1.35911 0.80144
H -0.79689 0.14515 -1.63184
H -0.14636 -0.86750 -0.19131
H 0.82173 3.21811 -0.55417
H -0.86829 2.77636 -0.41183
H 0.05730 2.39356 -1.93786
H 0.32494 -3.34120 0.43462
H 0.38418 -2.57529 1.76210
O 0.71497 -3.40034 1.30773
H 0.14456 -0.31886 2.46312
H -1.14148 -0.97635 1.93991
O -0.26111 -1.17938 2.36997
```

Output
LUMO: 3.640 eV
HOMO level: -3.155 eV
total charge: -1
frontier orbital gap: 6.79 eV

***

2:
Entry from the Open Molecules 2025 dataset: 3 unconnected molecules or ions with the total composition C4H14NO2S (wB97M-V/def2-TZVPD).

XYZ file:
```
22
Properties=species:S:1:pos:R:3
C 1.59006 -1.30949 -0.96334
N 0.98882 -0.56637 0.14587
C 0.12722 0.49349 -0.32897
C -1.13320 -0.05617 -1.17645
S -2.58356 1.09690 -0.60377
C 0.90673 1.67556 -1.03444
H 1.11987 -2.28463 -0.99515
H 1.34667 -0.88307 -1.91838
H 2.68441 -1.34318 -0.73772
H 0.25324 -1.14350 0.66199
H -0.41922 0.83562 0.58460
H -0.94754 0.03514 -2.20095
H -1.40874 -1.11282 -1.02018
H 1.56193 2.15418 -0.36268
H 0.12876 2.43286 -1.31566
H 1.37337 1.26218 -1.89107
H -3.09024 -0.66658 0.98512
H -2.14014 -1.75275 1.60509
O -2.85995 -1.21220 1.86584
H 0.85311 0.12778 2.46389
H 0.65038 1.50490 2.94544
O 0.99800 0.71216 3.29093
```

Output
LUMO: 3.469 eV
HOMO level: -3.035 eV
total charge: -1
frontier orbital gap: 6.50 eV

***

Verdict on stability: 1 comes out on top.